Below is an isolated molecule of C13H20O2, with properties calculated with ωB97M-V/def2-TZVPD.

Structure (XYZ):
```
35
Properties=species:S:1:pos:R:3
C -0.0800 2.9201 1.3251
C -0.8324 2.5504 2.6251
C -1.4838 1.2801 2.5168
C -0.6567 -0.0035 2.5188
C -0.1507 -0.3468 1.2541
C 1.1780 -0.3166 0.7635
O 2.2476 0.4121 1.3206
C 1.4198 -0.8609 -0.4691
C 0.4398 -1.4275 -1.3293
C 0.9594 -1.8993 -2.6883
C 0.5603 -1.0442 -4.0114
C 1.0276 0.4560 -4.0114
C -0.8688 -1.2606 -0.9613
C -1.1990 -0.7752 0.3504
O -2.4596 -0.9649 0.8039
H -0.7606 2.8470 0.4006
H 0.4732 3.8917 1.5397
H 0.7299 2.2646 1.1319
H -1.6951 3.3265 2.6853
H -0.1958 2.7509 3.4710
H -2.1995 1.3776 1.6985
H -2.1546 0.9956 3.3124
H -1.2494 -0.9061 2.8329
H 0.1839 0.2268 3.2162
H 1.9785 0.6947 2.2447
H 2.4508 -0.9618 -0.7625
H 2.1160 -1.7537 -2.5407
H 0.7075 -3.0886 -2.9425
H 0.8489 -1.5824 -4.9497
H -0.5734 -1.1693 -4.2152
H 2.1436 0.4725 -3.8370
H 0.8107 1.1098 -4.8175
H 0.7030 1.0500 -3.1130
H -1.6873 -1.5892 -1.5521
H -2.8152 -1.1657 1.9032
```

E_tot   -657.70520 hartree
Relative energy (zero: lowest compared OMol25 entry of this formula, charge and spin)   2.918 eV
2S+1   1
E_LUMO   0.232 eV
M   208.30 g mol⁻¹
E_HOMO   -8.08 eV
Kohn-Sham gap   8.31 eV